*a*
This record from the Open Molecules 2025 dataset describes an isolated molecule of C6H8N2O. The level of theory is ωB97M-V/def2-TZVPD.

Structure (XYZ):
```
17
C6H8N2O | the Open Molecules 2025 dataset | ωB97M-V/def2-TZVPD
N -0.222 2.732 2.858
C -0.406 2.105 1.870
C -0.699 1.101 0.894
C 0.521 0.685 0.215
C 0.823 -0.636 -0.142
C 2.042 -1.099 -0.995
O 1.798 -1.777 -2.167
C -1.949 0.616 0.834
N -2.322 -0.459 0.089
H 1.046 1.430 -0.233
H 0.059 -1.343 0.217
H 2.679 -1.887 -0.415
H 2.654 -0.287 -1.141
H 1.998 -1.006 -2.920
H -2.676 1.105 1.585
H -3.378 -0.518 0.313
H -1.967 -0.762 -0.861
```

**Gap between HOMO and LUMO**: 8.847 eV
**E_HOMO**: -0.310 Ha
**SMILES string**: N#CC(/C=C/CO)=C/N



*b*
This record from the Open Molecules 2025 dataset describes an isolated molecule of C6H8N2O. The level of theory is ωB97M-V/def2-TZVPD.

Structure (XYZ):
```
17
C6H8N2O | the Open Molecules 2025 dataset | ωB97M-V/def2-TZVPD
C -0.780 2.603 -0.905
C -0.425 1.124 -0.583
N 0.642 1.078 0.384
N 0.907 -0.094 0.536
C 0.089 -1.027 -0.070
C -0.819 -0.244 -0.860
O -1.968 -0.699 -1.306
C 0.742 -2.219 0.668
C 1.467 -1.198 1.455
H -1.970 2.587 -1.112
H -0.273 3.407 -0.089
H -0.392 2.699 -1.897
H -2.674 0.119 -1.572
H 0.152 -3.234 1.136
H 1.666 -2.699 -0.014
H 2.637 -1.229 1.605
H 0.999 -0.975 2.625
```

**Gap between HOMO and LUMO**: 8.635 eV
**E_HOMO**: -0.298 Ha
**SMILES string**: Cc1nn2c(c1O)CC2



It is *a* that is most stable; the runner-up trails by 0.1032 hartree.



*a*
This record from the Open Molecules 2025 dataset describes an isolated molecule of C6H8N2O. The level of theory is ωB97M-V/def2-TZVPD.

Structure (XYZ):
```
17
C6H8N2O | the Open Molecules 2025 dataset | ωB97M-V/def2-TZVPD
O 3.502 -0.099 0.140
C 2.584 -0.877 0.048
C 1.157 -0.465 -0.148
N 0.314 -1.430 -0.256
N -0.925 -0.868 -0.501
C -2.236 -0.989 0.089
C -1.282 0.124 0.470
C -0.713 1.424 -0.033
C 0.795 1.033 -0.291
H 2.717 -1.986 0.165
H -2.490 -1.750 0.824
H -3.050 -0.826 -0.631
H -0.866 -0.146 1.467
H -1.191 1.689 -0.981
H -0.821 2.240 0.647
H 1.052 1.261 -1.335
H 1.451 1.666 0.324
```

**Gap between HOMO and LUMO**: 9.461 eV
**E_HOMO**: -0.339 Ha
**SMILES string**: O=CC1=NN2C[C@@H]2CC1



*b*
This record from the Open Molecules 2025 dataset describes an isolated molecule of C6H8N2O. The level of theory is ωB97M-V/def2-TZVPD.

Structure (XYZ):
```
17
C6H8N2O | the Open Molecules 2025 dataset | ωB97M-V/def2-TZVPD
C -1.534 -1.385 1.645
C 2.093 1.233 -0.497
N 0.046 -0.674 -0.115
C -1.338 -0.849 0.253
C 0.717 0.739 -0.851
C 0.549 -0.568 -1.502
C -0.321 1.730 -0.740
O -2.210 -0.588 -0.527
N -1.095 2.588 -0.737
H 0.717 -1.008 0.569
H -0.274 -0.672 -2.205
H -2.598 -1.447 1.857
H -1.095 -2.381 1.735
H -1.048 -0.729 2.376
H 2.479 0.734 0.394
H 2.769 0.968 -1.317
H 2.145 2.310 -0.337
```

**Gap between HOMO and LUMO (alpha / beta)**: 7.607 / 7.607 eV
**E_HOMO (alpha / beta)**: -0.286 / -0.286 Ha



*c*
This record from the Open Molecules 2025 dataset describes a cluster of 3 separate species, C6H8N2O in total. The level of theory is ωB97M-V/def2-TZVPD.

Structure (XYZ):
```
17
C6H8N2O | the Open Molecules 2025 dataset | ωB97M-V/def2-TZVPD
C -0.178 0.944 0.232
C 0.787 -0.123 -0.164
C 2.245 -0.171 -0.033
C -0.105 -1.335 -0.774
C -0.865 -1.770 0.463
C -1.656 0.432 -0.079
H 0.304 3.326 0.841
H -0.467 2.587 -1.429
H 0.053 0.936 1.409
H 2.571 0.795 0.003
H 2.746 -1.182 -0.257
H 0.367 -2.040 -1.404
H -0.383 -1.647 1.387
H -1.382 -2.818 0.651
N 0.240 2.129 -0.284
N -1.518 -0.911 -0.433
O -2.758 0.850 -0.129
```

**Gap between HOMO and LUMO**: 8.027 eV
**E_HOMO**: -0.323 Ha



It is *a* that is most stable; the runner-up trails by 0.0200 hartree.



*a*
This record from the Open Molecules 2025 dataset describes the ion C9H11O3 with charge -1. The level of theory is ωB97M-V/def2-TZVPD.

Structure (XYZ):
```
23
C9H11O3 | the Open Molecules 2025 dataset | ωB97M-V/def2-TZVPD
C 0.557 1.450 0.112
C 0.253 -0.045 0.172
C 0.276 -0.472 -1.319
C 1.507 -0.733 0.874
C -0.987 -0.060 0.919
C -2.098 0.110 0.270
O -2.383 -0.455 -0.893
C -3.664 -0.193 -1.303
O -4.043 -0.549 -2.359
C -4.304 0.315 -0.222
C -3.468 0.609 0.804
O -3.428 1.079 1.957
H 1.559 1.581 -0.343
H 0.561 1.827 1.185
H -0.272 1.996 -0.392
H -0.307 -1.366 -1.547
H -0.387 0.297 -1.806
H 1.191 -0.370 -1.888
H 2.335 -0.559 0.185
H 1.636 -1.712 1.055
H 1.821 -0.253 1.785
H -0.990 -0.001 1.980
H -5.302 0.599 -0.521
```

**Gap between HOMO and LUMO**: 7.343 eV
**E_HOMO**: -0.148 Ha
**SMILES string**: CC(C)(C)/C=C1\OC(=O)C=C1[O-]
**Total charge**: -1



*b*
This record from the Open Molecules 2025 dataset describes a structure of composition C9H11O3. The level of theory is ωB97M-V/def2-TZVPD.

Structure (XYZ):
```
23
C9H11O3 | the Open Molecules 2025 dataset | ωB97M-V/def2-TZVPD
C -0.102 -2.940 -0.321
C -0.195 -2.940 1.202
O -1.054 -2.148 1.749
O 0.561 -3.679 1.832
H -0.848 -2.300 -0.744
H -0.236 -3.968 -0.662
H 0.866 -2.563 -0.634
C 1.934 3.603 -1.564
C -0.829 0.633 0.010
C 0.526 0.575 0.321
C -1.219 1.558 -0.991
C 1.419 1.538 -0.158
C -0.302 2.443 -1.510
C 1.031 2.507 -1.060
O -1.732 -0.205 0.471
H 0.900 -0.202 0.980
H -1.360 -1.110 1.070
H -2.239 1.541 -1.352
H 2.431 1.577 0.221
H -0.638 3.093 -2.320
H 2.453 3.424 -2.515
H 2.766 3.722 -0.861
H 1.388 4.539 -1.675
```

**Gap between HOMO and LUMO**: 7.662 eV
**E_HOMO**: -0.161 Ha
**Total charge**: -1



It is *b* that is most stable; the runner-up trails by 0.1129 hartree.



*a*
This record from the Open Molecules 2025 dataset describes a structure of composition C6H7ClNO. The level of theory is ωB97M-V/def2-TZVPD.

Structure (XYZ):
```
16
C6H7ClNO | the Open Molecules 2025 dataset | ωB97M-V/def2-TZVPD
C 1.529 -0.103 0.470
C -0.052 0.543 -0.443
C 0.897 -0.315 1.745
C 1.445 -0.920 2.881
C -0.898 0.517 0.636
C -1.480 0.171 -2.356
N -0.217 0.641 -1.713
O -0.392 0.126 1.844
Cl 2.961 -0.447 -0.168
H 0.845 -1.226 3.827
H 2.331 -1.389 2.732
H -1.741 1.218 0.648
H -2.246 0.934 -2.516
H -1.446 -0.030 -3.465
H -2.095 -0.512 -1.744
H 0.559 0.792 -2.379
```

**Gap between HOMO and LUMO (alpha / beta)**: 6.026 / 5.499 eV
**E_HOMO (alpha / beta)**: -0.457 / -0.449 Ha
**Total charge**: +1



*b*
This record from the Open Molecules 2025 dataset describes the ion C6H7ClNO with charge +1. The level of theory is ωB97M-V/def2-TZVPD.

Structure (XYZ):
```
16
C6H7ClNO | the Open Molecules 2025 dataset | ωB97M-V/def2-TZVPD
C 1.063 1.656 -0.751
C 0.363 -0.327 0.833
C 1.873 0.741 -1.471
C 2.666 1.157 -2.501
C 1.091 -0.977 0.051
C -1.867 -0.112 1.306
N -0.488 0.048 1.698
O 1.788 -0.572 -1.043
Cl 0.527 3.132 -1.310
H 3.606 0.555 -2.525
H 2.592 2.240 -2.764
H 1.392 -2.049 0.238
H -2.489 -0.510 2.139
H -2.268 0.921 0.946
H -1.950 -0.739 0.446
H -0.260 0.621 2.522
```

**Gap between HOMO and LUMO (alpha / beta)**: 7.321 / 7.318 eV
**E_HOMO (alpha / beta)**: -0.471 / -0.471 Ha
**Total charge**: +1



It is *a* that is most stable; the runner-up trails by 0.0323 hartree.